(1)
The following is a DFT calculation (the ωB97M-V functional and the def2-TZVPD basis) of a structure of composition C37H37BN5O6STa.

Results
Net charge: +2
Orbital gap in eV: 4.56
2S+1: 1
Energy relative to the best compared isomer or geometry (same formula, charge and spin) in kJ/mol: 76.08
E_LUMO in eV: -8.657

CARTESIAN COORDINATES (ANGSTROEM)
Ta 0.619 0.164 -0.053
C -2.531 -3.993 -1.074
C -1.181 -3.857 -1.333
C -0.620 -2.590 -1.478
C -1.432 -1.473 -1.333
C -2.794 -1.599 -1.064
C -3.338 -2.863 -0.949
N -0.840 -0.158 -1.356
C -1.320 0.834 -2.227
C -2.176 0.625 -3.300
C -2.533 1.718 -4.074
C -2.058 3.011 -3.809
C -1.198 3.228 -2.758
C -0.837 2.125 -1.982
N -0.004 2.161 -0.866
N 0.415 3.256 -0.422
C 1.153 3.091 0.760
C 1.572 4.195 1.460
C 2.221 3.982 2.675
C 2.414 2.687 3.125
C 1.983 1.624 2.350
N 1.363 1.816 1.169
H -2.968 -4.979 -0.980
H -0.555 -4.733 -1.450
H 0.419 -2.488 -1.761
H -3.413 -0.720 -0.931
H -4.396 -2.975 -0.751
H -2.550 -0.363 -3.525
H -3.199 1.565 -4.913
H -2.369 3.834 -4.438
H -0.807 4.211 -2.532
H 1.373 5.183 1.070
H 2.563 4.825 3.262
H 2.900 2.484 4.070
H 2.131 0.602 2.666
C 1.534 4.317 -6.065
C 2.502 3.389 -5.389
C 3.843 3.750 -5.247
C 4.768 2.868 -4.717
C 4.349 1.608 -4.304
C 3.018 1.231 -4.422
C 2.102 2.126 -4.956
S 5.543 0.466 -3.685
O 4.926 -0.829 -3.701
O 6.805 0.733 -4.285
N 5.741 0.849 -2.080
C 4.605 0.764 -1.188
C 4.304 -0.707 -0.784
C 2.881 -0.792 -0.415
O 2.441 -0.643 0.773
O 1.934 -0.829 -1.298
H 1.770 5.361 -5.862
H 0.506 4.124 -5.755
H 1.579 4.179 -7.147
H 4.171 4.726 -5.585
H 5.816 3.138 -4.657
H 2.716 0.228 -4.145
H 1.067 1.823 -5.081
H 6.384 1.619 -1.952
H 3.717 1.222 -1.649
H 4.840 1.330 -0.288
H 4.929 -1.009 0.053
H 4.480 -1.352 -1.641
C -3.346 -4.003 6.860
C -4.030 -3.593 5.547
C -4.266 -4.851 4.711
C -5.390 -2.948 5.851
C -3.144 -2.581 4.818
C -2.837 -1.364 5.454
C -2.041 -0.384 4.882
C -1.550 -0.669 3.627
O -0.725 0.108 2.803
B -0.583 -0.656 1.664
O -1.227 -1.858 1.733
C -1.841 -1.851 2.985
C -2.632 -2.831 3.546
H -3.959 -4.740 7.383
H -3.209 -3.154 7.531
H -2.367 -4.450 6.672
H -4.903 -5.539 5.268
H -3.334 -5.376 4.489
H -4.776 -4.626 3.770
H -6.038 -3.668 6.355
H -5.889 -2.629 4.933
H -5.294 -2.080 6.504
H -3.240 -1.177 6.440
H -1.823 0.546 5.392
H -2.835 -3.747 3.009

Computed Mulliken charges, given in elementary charges:
1 Ta 2.143
2 C -0.592
3 C -0.857
4 C -0.027
5 C -0.470
6 C 0.236
7 C -0.963
8 N 0.472
9 C 0.752
10 C -0.764
11 C -0.770
12 C -0.788
13 C -0.492
14 C 0.635
15 N 0.898
16 N -1.231
17 C -0.053
18 C -0.375
19 C -0.342
20 C -0.989
21 C -0.104
22 N 0.280
23 H 0.476
24 H 0.480
25 H 0.551
26 H 0.555
27 H 0.445
28 H 0.585
29 H 0.466
30 H 0.514
31 H 0.529
32 H 0.590
33 H 0.466
34 H 0.494
35 H 0.597
36 C -1.387
37 C 0.604
38 C -0.756
39 C -0.767
40 C 0.124
41 C -0.253
42 C -0.586
43 S 1.280
44 O -0.688
45 O -0.678
46 N -0.347
47 C -0.654
48 C -0.710
49 C 0.567
50 O -0.708
51 O -0.867
52 H 0.403
53 H 0.231
54 H 0.337
55 H 0.439
56 H 0.454
57 H 0.672
58 H 0.509
59 H 0.363
60 H 0.222
61 H 0.419
62 H 0.411
63 H 0.457
64 C -1.563
65 C 1.933
66 C -2.026
67 C -1.560
68 C 0.493
69 C -0.643
70 C -2.143
71 C 1.102
72 O -0.424
73 B -0.113
74 O -0.218
75 C 0.582
76 C -0.944
77 H 0.445
78 H 0.336
79 H 0.375
80 H 0.420
81 H 0.388
82 H 0.395
83 H 0.446
84 H 0.377
85 H 0.330
86 H 0.431
87 H 0.477
88 H 0.666

(2)
The following is a DFT calculation (the ωB97M-V functional and the def2-TZVPD basis) of a cluster of 2 separate species, C37H37BO3S in total in a non-equilibrium geometry.

Results
Orbital gap in eV: 4.11
2S+1: 1
Energy relative to the best compared isomer or geometry (same formula, charge and spin) in kJ/mol: 216.66
E_LUMO in eV: -1.825

CARTESIAN COORDINATES (ANGSTROEM)
C -0.925 3.593 -5.484
C -0.884 3.371 -4.020
C -0.325 4.175 -3.037
C -0.444 3.620 -1.725
C -1.078 2.390 -1.722
B 0.192 0.572 -0.437
C -1.248 1.465 -0.536
C -1.408 2.330 0.653
C -2.632 2.620 1.185
C -3.800 2.032 0.672
C -3.704 1.085 -0.356
C -2.488 0.734 -0.880
O 0.470 -0.235 -1.529
C 1.841 0.010 -1.925
C 2.463 -1.348 -2.164
C 1.856 0.777 -3.233
C 2.450 0.836 -0.705
C 3.182 -0.055 0.291
C 3.352 1.997 -1.081
O 1.279 1.333 -0.012
S -1.612 1.952 -3.297
H -0.500 4.577 -5.722
H -0.371 2.822 -6.046
H -1.963 3.556 -5.846
H 0.197 5.098 -3.248
H -0.084 4.076 -0.814
H -0.515 2.849 1.007
H -2.696 3.351 2.005
H -4.773 2.325 1.072
H -4.619 0.638 -0.765
H -2.439 -0.029 -1.655
H 3.514 -1.257 -2.464
H 2.396 -1.983 -1.277
H 1.919 -1.841 -2.976
H 2.892 0.857 -3.596
H 1.260 0.243 -3.980
H 1.433 1.781 -3.146
H 4.103 -0.495 -0.118
H 3.443 0.551 1.168
H 2.522 -0.865 0.628
H 4.243 1.603 -1.586
H 2.874 2.731 -1.739
H 3.691 2.519 -0.180
C 3.310 -5.960 0.358
O 2.199 -5.411 -0.385
C 1.568 -4.313 0.118
C 0.514 -3.775 -0.658
C -0.124 -2.625 -0.259
C 0.205 -1.978 0.947
C -0.638 -0.888 1.430
C -0.248 -0.043 2.561
C -1.425 0.348 3.278
C -1.369 1.204 4.365
C -0.116 1.675 4.771
C 1.046 1.215 4.137
C 0.990 0.335 3.052
C -2.558 -0.340 2.689
C -2.077 -1.134 1.595
C -2.928 -2.086 1.042
C -4.267 -2.137 1.465
C -4.740 -1.292 2.485
C -3.867 -0.411 3.138
C 1.221 -2.558 1.748
C 1.921 -3.685 1.334
H 3.629 -6.818 -0.233
H 4.129 -5.229 0.447
H 2.989 -6.284 1.359
H 0.222 -4.298 -1.567
H -0.933 -2.223 -0.863
H -2.298 1.467 4.865
H -0.037 2.389 5.591
H 2.024 1.552 4.472
H 1.882 -0.053 2.579
H -2.541 -2.770 0.296
H -4.949 -2.843 0.982
H -5.787 -1.334 2.791
H -4.169 0.199 3.990
H 1.454 -2.152 2.733
H 2.706 -4.101 1.968

Computed Mulliken charges, given in elementary charges:
1 C -1.271
2 C 0.825
3 C -0.967
4 C -0.511
5 C -0.594
6 B 0.282
7 C 3.342
8 C -1.285
9 C -0.732
10 C -0.477
11 C -1.170
12 C -0.955
13 O -0.415
14 C 1.774
15 C -1.704
16 C -2.019
17 C 1.953
18 C -1.871
19 C -1.981
20 O -0.244
21 S -0.181
22 H 0.371
23 H 0.271
24 H 0.308
25 H 0.377
26 H 0.485
27 H 0.410
28 H 0.355
29 H 0.426
30 H 0.454
31 H 0.562
32 H 0.378
33 H 0.234
34 H 0.362
35 H 0.420
36 H 0.437
37 H 0.100
38 H 0.419
39 H 0.476
40 H 0.341
41 H 0.378
42 H 0.285
43 H 0.472
44 C -0.855
45 O -0.477
46 C 0.647
47 C -1.244
48 C 0.081
49 C 0.993
50 C 0.826
51 C 0.080
52 C -0.297
53 C -0.270
54 C -1.071
55 C -1.318
56 C 0.474
57 C -0.473
58 C 0.036
59 C 0.039
60 C -1.028
61 C -0.916
62 C -0.081
63 C -0.425
64 C -0.606
65 H 0.254
66 H 0.327
67 H 0.319
68 H 0.419
69 H 0.156
70 H 0.426
71 H 0.366
72 H 0.441
73 H 0.409
74 H 0.539
75 H 0.404
76 H 0.382
77 H 0.395
78 H 0.488
79 H 0.440

(3)
The following is a DFT calculation (the ωB97M-V functional and the def2-TZVPD basis) of a structure of composition C37H37Cl2F4N6O4SV in a non-equilibrium geometry.

Results
Net charge: -1
Orbital gap (alpha / beta) in eV: 5.30 / 7.04
2S+1: 4
Energy relative to the best compared isomer or geometry (same formula, charge and spin) in kJ/mol: 266.24
E_LUMO (alpha / beta) in eV: 2.368 / 2.367

CARTESIAN COORDINATES (ANGSTROEM)
V -0.854 -0.175 -0.748
C 0.407 1.449 -5.032
C 0.452 0.743 -3.673
N 0.117 1.540 -2.495
C 1.213 2.306 -1.906
C 1.766 3.477 -2.723
C -1.107 2.323 -2.608
C -2.368 1.469 -2.737
N -2.125 0.154 -2.164
C -3.001 -0.859 -2.490
C -2.476 -2.144 -2.674
F -1.137 -2.283 -2.576
C -3.249 -3.237 -2.984
F -2.660 -4.429 -3.166
C -4.618 -3.113 -3.142
C -5.156 -1.853 -2.987
F -6.486 -1.681 -3.113
C -4.380 -0.753 -2.677
F -4.998 0.428 -2.484
H 0.753 0.758 -5.804
H 1.036 2.337 -5.067
H -0.610 1.745 -5.291
H 1.447 0.321 -3.506
H -0.242 -0.100 -3.710
H 2.016 1.610 -1.676
H 0.855 2.682 -0.946
H 2.349 3.136 -3.580
H 2.425 4.078 -2.094
H 0.967 4.127 -3.086
H -1.089 3.026 -3.453
H -1.187 2.912 -1.696
H -2.668 1.349 -3.786
H -3.157 2.015 -2.218
H -5.239 -3.966 -3.368
Cl -0.503 5.683 4.640
C -1.071 4.760 3.260
C -2.094 5.289 2.466
C -2.553 4.556 1.398
Cl -3.851 5.207 0.430
C -2.077 3.247 1.041
O -2.588 2.569 0.119
C -0.970 2.773 1.870
C -0.330 1.544 1.661
O -0.599 0.690 0.680
C -0.516 3.544 2.971
H -2.517 6.258 2.689
H 0.487 1.246 2.314
H 0.288 3.158 3.588
C -4.302 1.559 2.889
N -4.127 0.542 1.876
C -3.279 -0.496 1.910
S -3.299 -1.648 0.669
N -2.454 -0.570 2.973
C -1.338 -1.492 3.073
H -4.848 2.387 2.444
H -3.352 1.969 3.236
H -4.866 1.180 3.747
H -4.639 0.627 1.014
H -2.417 0.237 3.573
H -1.152 -1.942 2.099
H -1.543 -2.291 3.789
H -0.452 -0.943 3.393
O -0.384 -3.544 -0.259
C 0.611 -2.865 -0.155
N 1.856 -3.357 0.199
C 2.725 -2.295 0.634
C 1.940 -1.076 0.080
O 2.393 0.050 0.117
N 0.712 -1.480 -0.354
C 2.759 -2.117 2.154
C 1.939 -2.853 2.997
C 1.969 -2.642 4.372
C 2.811 -1.684 4.913
C 3.625 -0.934 4.070
C 3.601 -1.150 2.703
C 4.123 -2.448 0.052
C 4.539 -1.750 -1.074
C 5.801 -1.972 -1.610
C 6.660 -2.892 -1.028
C 6.249 -3.594 0.098
C 4.992 -3.367 0.634
H 1.913 -4.291 0.568
H 1.251 -3.583 2.587
H 1.322 -3.226 5.016
H 2.831 -1.516 5.982
H 4.277 -0.174 4.481
H 4.222 -0.557 2.045
H 3.882 -1.022 -1.529
H 6.115 -1.416 -2.485
H 7.644 -3.061 -1.446
H 6.912 -4.313 0.563
H 4.682 -3.905 1.524

Computed Mulliken charges, given in elementary charges:
1 V -0.288
2 C -1.542
3 C -0.196
4 N 1.398
5 C 0.153
6 C -1.605
7 C -1.449
8 C -1.123
9 N 1.937
10 C -0.452
11 C 0.355
12 F -0.464
13 C 0.343
14 F -0.329
15 C -0.693
16 C 0.236
17 F -0.343
18 C 0.010
19 F -0.351
20 H 0.484
21 H 0.235
22 H 0.270
23 H 0.284
24 H -0.074
25 H -0.181
26 H 0.011
27 H 0.324
28 H 0.453
29 H 0.291
30 H 0.398
31 H 0.434
32 H 0.749
33 H 0.399
34 H 0.482
35 Cl -0.281
36 C 0.232
37 C -0.638
38 C 0.397
39 Cl -0.272
40 C -0.213
41 O -0.541
42 C 1.419
43 C -1.438
44 O 1.568
45 C -1.344
46 H 0.433
47 H 0.089
48 H 0.475
49 C -1.010
50 N 0.065
51 C 0.190
52 S -0.312
53 N -0.015
54 C -0.757
55 H 0.325
56 H 0.229
57 H 0.299
58 H 0.242
59 H 0.280
60 H -0.125
61 H 0.363
62 H 0.260
63 O -0.612
64 C -0.814
65 N -0.239
66 C 4.060
67 C -1.591
68 O -0.617
69 N 0.367
70 C -0.151
71 C -0.294
72 C -0.769
73 C -0.408
74 C -0.941
75 C -0.146
76 C -0.718
77 C -0.027
78 C -0.954
79 C -0.454
80 C -0.918
81 C -0.222
82 H 0.430
83 H 0.270
84 H 0.425
85 H 0.408
86 H 0.419
87 H 0.459
88 H 0.369
89 H 0.432
90 H 0.378
91 H 0.380
92 H 0.399

(4)
The following is a DFT calculation (the ωB97M-V functional and the def2-TZVPD basis) of a structure of composition C37H37Cl3N7OPtSSi in a non-equilibrium geometry.

Results
Net charge: +1
Orbital gap in eV: 8.07
2S+1: 1
Energy relative to the best compared isomer or geometry (same formula, charge and spin) in kJ/mol: 0.00
E_LUMO in eV: -2.273

CARTESIAN COORDINATES (ANGSTROEM)
Pt 1.283 -0.062 1.153
C -0.678 -2.816 1.712
N -0.340 -2.324 0.387
C 0.502 -3.185 -0.420
C 1.898 -3.042 0.118
N 2.354 -1.956 0.685
C 3.651 -2.249 1.102
C 4.577 -1.454 1.773
C 5.804 -2.018 2.052
C 6.110 -3.337 1.670
C 5.198 -4.130 1.006
C 3.962 -3.555 0.734
N 2.817 -4.037 0.112
C -0.538 -1.739 2.761
N 0.499 -0.934 2.937
C 0.188 -0.171 4.075
C 0.936 0.801 4.733
C 0.376 1.377 5.852
C -0.900 1.006 6.315
C -1.644 0.037 5.676
C -1.059 -0.543 4.555
N -1.491 -1.539 3.692
H 0.036 -3.599 1.980
H -1.679 -3.256 1.762
H -1.139 -1.988 -0.129
H 0.445 -2.850 -1.457
H 0.228 -4.249 -0.395
H 4.332 -0.438 2.055
H 6.551 -1.438 2.577
H 7.088 -3.738 1.903
H 5.437 -5.145 0.717
H 2.691 -4.953 -0.284
H 1.908 1.095 4.363
H 0.932 2.128 6.397
H -1.302 1.485 7.197
H -2.621 -0.257 6.035
H -2.340 -2.072 3.776
C -1.578 4.826 2.411
Si 0.263 4.572 2.575
C 1.175 5.742 1.449
C 0.783 4.855 4.341
C 0.636 2.856 2.070
C 0.876 1.717 1.714
H -1.865 5.838 2.705
H -2.123 4.121 3.045
H -1.900 4.671 1.379
H 0.984 6.782 1.725
H 0.867 5.605 0.410
H 2.252 5.572 1.504
H 0.578 5.888 4.632
H 1.852 4.675 4.473
H 0.239 4.199 5.023
Cl 1.705 -3.417 -6.390
C 0.654 -2.256 -5.656
C 0.050 -2.544 -4.444
C -0.781 -1.594 -3.877
C -1.028 -0.363 -4.478
C -1.945 0.602 -3.763
C -1.224 1.838 -3.210
N -0.088 1.453 -2.385
C 1.210 1.309 -2.814
C 1.908 0.802 -1.766
N 1.037 0.611 -0.716
C -0.153 1.023 -1.116
O -2.991 1.026 -4.607
C -4.285 0.982 -4.011
C -4.632 -0.381 -3.479
C -4.539 -1.545 -4.186
Cl -4.085 -1.727 -5.827
S -4.946 -2.923 -3.256
C -5.258 -1.957 -1.882
C -5.052 -0.636 -2.139
C -0.412 -0.115 -5.700
Cl -0.642 1.384 -6.545
C 0.424 -1.049 -6.294
H 0.220 -3.501 -3.970
H -1.283 -1.821 -2.941
H -2.354 0.044 -2.913
H -1.920 2.424 -2.610
H -0.862 2.462 -4.023
H 1.513 1.589 -3.809
H 2.953 0.565 -1.686
H -1.044 1.049 -0.513
H -4.968 1.280 -4.805
H -4.366 1.716 -3.202
H -5.602 -2.413 -0.967
H -5.210 0.148 -1.411
H 0.889 -0.834 -7.246

Computed Mulliken charges, given in elementary charges:
1 Pt 0.385
2 C -0.749
3 N -0.073
4 C -0.184
5 C -0.011
6 N 0.101
7 C 0.521
8 C -0.818
9 C -0.724
10 C -0.451
11 C -1.075
12 C 0.663
13 N -0.022
14 C 0.173
15 N -0.308
16 C 0.325
17 C -0.518
18 C -0.722
19 C -0.560
20 C -1.013
21 C 0.749
22 N -0.079
23 H 0.242
24 H 0.450
25 H 0.137
26 H -0.288
27 H 0.406
28 H 0.419
29 H 0.420
30 H 0.393
31 H 0.414
32 H 0.212
33 H 0.420
34 H 0.551
35 H 0.414
36 H 0.422
37 H 0.269
38 C -0.954
39 Si -0.148
40 C -0.947
41 C -0.869
42 C -0.294
43 C 0.982
44 H 0.336
45 H 0.298
46 H 0.278
47 H 0.312
48 H 0.277
49 H 0.310
50 H 0.371
51 H 0.306
52 H 0.192
53 Cl -0.211
54 C 0.196
55 C -1.018
56 C -0.176
57 C 0.106
58 C 0.272
59 C -1.696
60 N 0.435
61 C -0.339
62 C -0.766
63 N -0.611
64 C -0.097
65 O -0.249
66 C -0.620
67 C 0.212
68 C 0.628
69 Cl -0.162
70 S -0.160
71 C -0.464
72 C -0.720
73 C 0.866
74 Cl -0.180
75 C -0.805
76 H 0.546
77 H 0.590
78 H 0.145
79 H 0.404
80 H 0.331
81 H 0.486
82 H 0.582
83 H 0.586
84 H 0.291
85 H 0.290
86 H 0.471
87 H 0.408
88 H 0.489